No. 1
Molecular formula: C22H28N4O3
Method: DFT, ωB97M-V/def2-TZVPD

## Properties
Total charge: 0
Relative energy (zero: lowest compared OMol25 entry of this formula, charge and spin) (eV): 1.828
Gap between HOMO and LUMO (eV): 8.720
SMILES: CCN1CCN(C(=O)C(=O)c2cn(CC(=O)N3CCCC3)c3ccccc23)CC1

Each line ends with the Mulliken charge.
Cartesian coordinates (Å):
C1 3.82005 -6.65046 -0.12665  -1.31
C2 3.02428 -5.84303 -1.14606  -0.46
N1 2.12692 -4.89457 -0.50723  0.02
C3 2.82692 -3.76395 0.07784  -0.59
C4 1.84115 -2.89601 0.86089  -1.00
N2 0.79026 -2.44887 -0.02079  0.12
C5 0.55143 -1.19117 -0.41939  1.15
O1 -0.33513 -0.90577 -1.21737  -0.71
C6 1.43873 -0.08135 0.14998  0.27
O2 2.65621 -0.15755 0.10304  -0.68
C7 0.70481 1.06534 0.61980  0.11
C8 -0.66720 1.16294 0.75584  -0.77
N3 -1.02094 2.41314 1.11642  0.20
C9 -2.36792 2.90296 1.27438  -0.74
C10 -3.39802 1.89277 0.74876  0.29
O3 -4.14560 1.30665 1.50964  -0.68
N4 -3.42030 1.69744 -0.57529  0.09
C11 -2.59466 2.29960 -1.60431  -0.43
C12 -2.58677 1.23784 -2.70056  -0.28
C13 -4.01012 0.68919 -2.62965  -0.71
C14 -4.28952 0.66574 -1.13017  -0.67
C15 0.11806 3.17682 1.25373  0.09
C16 0.26598 4.51024 1.60934  -0.72
C17 1.54997 5.01364 1.66334  -0.65
C18 2.65740 4.21616 1.36912  -0.68
C19 2.51589 2.89185 1.01267  -0.41
C20 1.23154 2.36106 0.95523  0.27
C21 0.09644 -3.55637 -0.64329  -0.94
C22 1.09899 -4.41453 -1.41336  -0.80
H1 3.14824 -7.05108 0.62742  0.33
H2 4.32141 -7.47566 -0.62583  0.42
H3 4.57543 -6.04383 0.36504  0.33
H4 3.71402 -5.34011 -1.84684  0.31
H5 2.40455 -6.53217 -1.72594  0.41
H6 3.59071 -4.13248 0.76221  0.36
H7 3.31493 -3.14160 -0.69324  0.32
H8 2.36290 -2.04956 1.30167  0.47
H9 1.38646 -3.49896 1.65524  0.35
H10 -1.40315 0.39648 0.61225  0.71
H11 -2.58677 3.06641 2.33618  0.44
H12 -2.47049 3.85561 0.74309  0.46
H13 -1.58986 2.52587 -1.25298  0.24
H14 -3.06610 3.22598 -1.96011  0.30
H15 -2.33680 1.64935 -3.67566  0.43
H16 -1.86705 0.45981 -2.44331  -0.06
H17 -4.10158 -0.29790 -3.07560  0.38
H18 -4.70089 1.36648 -3.13430  0.35
H19 -5.33063 0.87902 -0.87662  0.34
H20 -4.02556 -0.29763 -0.68301  0.33
H21 -0.58666 5.13083 1.84074  0.43
H22 1.70244 6.04633 1.93959  0.39
H23 3.64386 4.65177 1.42489  0.40
H24 3.36647 2.27046 0.78327  0.57
H25 -0.66141 -3.15010 -1.31460  0.39
H26 -0.37945 -4.15959 0.13593  0.41
H27 0.57956 -5.27338 -1.84450  0.49
H28 1.52661 -3.81435 -2.23720  0.31

=====

No. 2
Molecular formula: C20H25FN2O4S2
Method: DFT, ωB97M-V/def2-TZVPD

## Properties
Total charge: 0
Gap between HOMO and LUMO (eV): 8.585
SMILES: CCOCCc1cc(F)c2c(c1)N(S)c1c(N)cccc1S2.CCOC(=O)OC

Each line ends with the Mulliken charge.
Cartesian coordinates (Å):
C1 -1.72097 2.98572 3.98938  -1.33
C2 -1.75198 1.75640 4.87891  -0.09
O1 -2.89514 0.98715 4.61723  -0.36
C3 -3.01263 -0.11993 5.48513  -0.85
C4 -3.81628 -1.22617 4.84974  -0.78
C5 -3.16013 -1.92931 3.68449  0.25
C6 -3.79236 -3.03592 3.11930  -0.91
C7 -3.23280 -3.70317 2.05182  0.24
F1 -3.85515 -4.76254 1.52658  -0.35
C8 -2.02640 -3.29148 1.50976  0.78
C9 -1.38376 -2.18460 2.06256  -0.47
C10 -1.95387 -1.51367 3.13977  -0.35
N1 -0.16106 -1.69488 1.52067  0.29
S1 1.22681 -2.52831 2.16222  -0.20
C11 -0.17109 -1.60551 0.09171  -0.27
C12 0.32703 -0.43316 -0.49724  0.47
N2 0.84421 0.57652 0.34298  -0.47
C13 0.30026 -0.32949 -1.88396  -0.86
C14 -0.22039 -1.33662 -2.65647  -0.69
C15 -0.71749 -2.49625 -2.08368  -0.71
C16 -0.67349 -2.62260 -0.70195  0.83
S2 -1.27622 -4.08182 0.11159  -0.28
H1 -2.17327 3.83198 4.49937  0.35
H2 -0.69110 3.25759 3.77689  0.35
H3 -2.23047 2.82074 3.04523  0.32
H4 -1.73334 2.06797 5.92859  0.38
H5 -0.82865 1.18278 4.73198  0.26
H6 -2.01293 -0.50782 5.70811  0.46
H7 -3.46673 0.17509 6.43431  0.45
H8 -4.80496 -0.87629 4.55761  0.36
H9 -3.98393 -1.98751 5.61228  0.41
H10 -4.74502 -3.39554 3.48473  0.50
H11 -1.42515 -0.66458 3.53509  0.44
H12 2.13786 -1.60803 1.80744  0.15
H13 0.11640 0.92299 0.95320  0.18
H14 1.27138 1.32369 -0.18407  0.26
H15 0.69594 0.57531 -2.32055  0.29
H16 -0.24322 -1.20205 -3.72757  0.51
H17 -1.14170 -3.28202 -2.68755  0.44
C17 4.07415 4.10689 -6.56294  -1.10
C18 4.49141 3.68548 -5.17038  -0.19
O2 3.64125 2.65001 -4.65522  -0.35
C19 3.90841 1.42182 -5.09849  0.73
O3 4.79463 1.11437 -5.85128  -0.56
O4 3.02450 0.58567 -4.55262  -0.25
C20 3.14883 -0.77289 -4.98258  -0.68
H18 3.02011 4.38706 -6.57575  0.29
H19 4.66845 4.95818 -6.89440  0.36
H20 4.21121 3.29320 -7.27420  0.31
H21 4.38539 4.51663 -4.47557  0.29
H22 5.53066 3.35963 -5.14521  0.32
H23 4.16636 -1.13939 -4.87021  0.33
H24 2.83248 -0.86101 -6.02102  0.32
H25 2.48393 -1.35028 -4.34576  0.18

=====

No. 3
Molecular formula: C4H5N3O
Method: DFT, ωB97M-V/def2-TZVPD

## Properties
Total charge: 0
Relative energy (zero: lowest compared OMol25 entry of this formula, charge and spin) (eV): 7.110
Gap between HOMO and LUMO (eV): 9.963
SMILES: C=C=CN1C(=O)N1N

Each line ends with the Mulliken charge.
Cartesian coordinates (Å):
C1 -0.19474 -3.06118 -0.27972  -0.75
C2 -0.64998 -1.84497 -0.36688  0.35
C3 -0.85877 -0.54014 -0.24161  -0.22
N1 -0.26920 0.70203 0.32118  -0.27
C4 -0.59007 2.07482 0.43316  0.70
O1 -1.32129 2.80532 0.98211  -0.44
N2 0.43902 1.77305 -0.47104  -0.17
N3 1.73039 2.04360 0.05604  -0.44
H1 0.37607 -3.55838 -1.01704  0.28
H2 -0.73071 -3.71746 0.35403  0.25
H3 -1.89691 -0.23376 -0.54987  0.21
H4 1.54206 2.17295 1.02280  0.24
H5 2.42413 1.38412 -0.24317  0.27

=====

In eV, the energy values for the records above are, in order, -35372.477, -56703.439, -10740.505.